[1]
2 unconnected molecules or ions with the total composition C7H9NO. Source: the Open Molecules 2025 dataset; level of theory: the ωB97M-V functional and the def2-TZVPD basis.

Its relative energy (zero: lowest compared OMol25 entry of this formula, charge and spin) is 572.3 kJ/mol. The calculation puts the HOMO energy at -0.3093 Eh. The value obtained for the frontier orbital gap is 9.01 eV. The value obtained for the LUMO energy is 0.6 eV. The SMILES is C=CC=C=N.C=C=CO.

The geometry in ORCA input format:
```
! wB97M-V def2-TZVPD RIJCOSX def2/J DEFGRID3
* xyz 0 1
C -0.05346 1.33326 0.20074
C -0.71546 2.64943 0.09355
C -0.36887 0.17083 0.72835
C 0.68984 -1.83259 -0.83675
C -0.47474 -2.00299 -1.44221
C -1.82320 2.87395 0.71024
C 1.82290 -1.66314 -0.19263
N -0.77147 -0.90679 1.15305
O 2.98809 -2.24332 -0.67865
H 0.93548 1.32040 -0.31413
H -0.36714 3.27390 -0.70001
H -1.20629 -2.60644 -1.01814
H -0.66737 -1.69420 -2.44227
H -2.52008 3.81691 0.72502
H -2.18525 1.97648 1.23551
H 1.81945 -0.88184 0.55230
H -0.52150 -1.15147 2.12792
H 3.41908 -2.43237 0.09811
*
```

=====

[2]
A molecular structure, C7H9NO. Source: the Open Molecules 2025 dataset; level of theory: the ωB97M-V functional and the def2-TZVPD basis.

Its relative energy (zero: lowest compared OMol25 entry of this formula, charge and spin) is 534.1 kJ/mol. The calculation puts the HOMO energy (alpha / beta) at -0.2964 / -0.3095 Eh. The value obtained for the frontier orbital gap (alpha / beta) is 7.40 / 8.37 eV. The value obtained for the LUMO energy (alpha / beta) is -0.7 / -0.1 eV.

The geometry in ORCA input format:
```
! wB97M-V def2-TZVPD RIJCOSX def2/J DEFGRID3
* xyz 0 1
C 2.19434 1.69276 1.61895
C 1.07113 1.12957 1.02489
C 1.01100 0.71864 -0.40997
C 0.17235 1.89055 -0.80469
C -0.13204 -0.13052 -0.78521
C -1.60512 -2.08598 -0.47453
C -0.70526 -1.09728 0.26767
N 3.12484 2.10143 2.16495
O -0.93319 1.06012 -0.98420
H 0.28233 1.12309 1.63437
H 1.96245 0.49148 -0.80350
H 0.13880 2.79378 -0.38583
H -0.00212 -0.67249 -1.75638
H -2.40937 -1.56926 -0.81919
H -1.94167 -3.03783 0.12193
H -1.14083 -2.30113 -1.36332
H 0.14457 -1.49068 0.73925
H -1.23220 -0.61626 1.01480
*
```

=====

[3]
C7H9NO in the gas phase. Source: the Open Molecules 2025 dataset; level of theory: the ωB97M-V functional and the def2-TZVPD basis.

Its relative energy (zero: lowest compared OMol25 entry of this formula, charge and spin) is 429.8 kJ/mol. The calculation puts the HOMO energy at -0.3519 Eh. The value obtained for the frontier orbital gap is 10.39 eV. The value obtained for the LUMO energy is 0.8 eV. The SMILES is C#CCN1C(=O)C[C@@H]1C.

The geometry in ORCA input format:
```
! wB97M-V def2-TZVPD RIJCOSX def2/J DEFGRID3
* xyz 0 1
C -1.31612 -1.70197 1.34701
C -2.43686 -1.72825 1.77199
C 0.39659 -0.53080 -1.67986
C 0.03874 -1.40225 0.78802
C 0.36373 0.88048 -1.88322
C -0.07067 0.93026 -0.20662
C 0.92923 1.61329 0.81971
N 0.23089 -0.46420 -0.29109
O 0.66634 -1.48825 -2.31716
H -3.42924 -1.42293 1.52579
H -1.12377 1.22363 -0.19434
H 0.81758 -1.28468 1.56318
H 0.26830 -2.37813 0.37508
H 1.38672 1.34778 -2.12852
H -0.33987 0.97910 -2.71062
H 1.90131 1.09161 0.99257
H 0.38675 1.82605 1.84548
H 1.33035 2.50927 0.38260
*
```

=====

[4]
C7H9NO in the gas phase. Source: the Open Molecules 2025 dataset; level of theory: the ωB97M-V functional and the def2-TZVPD basis.

Its relative energy (zero: lowest compared OMol25 entry of this formula, charge and spin) is 440.0 kJ/mol. The calculation puts the HOMO energy (alpha / beta) at -0.2691 / -0.2901 Eh. The value obtained for the frontier orbital gap (alpha / beta) is 7.17 / 8.01 eV. The value obtained for the LUMO energy (alpha / beta) is -0.2 / 0.1 eV.

The geometry in ORCA input format:
```
! wB97M-V def2-TZVPD RIJCOSX def2/J DEFGRID3
* xyz 0 1
C 1.22316 -1.49091 -0.59755
C 2.58071 0.40011 -0.11254
C 0.46809 -1.56035 0.64902
C 0.21564 1.05408 0.46959
C -0.34027 -0.22448 0.83807
C -0.79189 0.49307 -0.42209
C -2.15298 1.13581 -0.57886
N 2.14729 -0.56155 -0.72760
O 3.33416 1.20247 0.27865
H 0.96749 -2.03866 -1.48595
H -0.22131 -2.40338 0.66271
H 1.12636 -1.60421 1.51979
H 0.33352 1.99334 0.96201
H -0.97800 -0.31840 1.70788
H -0.41594 0.00150 -1.32469
H -2.59397 0.89578 -1.54139
H -2.07622 2.22049 -0.50675
H -2.82586 0.80528 0.20971
*
```

=====

[5]
2 unconnected molecules or ions with the total composition C7H9NO2. Source: the Open Molecules 2025 dataset; level of theory: the ωB97M-V functional and the def2-TZVPD basis.

Its relative energy (zero: lowest compared OMol25 entry of this formula, charge and spin) is 285.4 kJ/mol. The calculation puts the HOMO energy at -0.3554 Eh. The value obtained for the frontier orbital gap is 10.22 eV. The value obtained for the LUMO energy is 0.5 eV. The SMILES is c1ccncc1.CC(=O)O.

The geometry in ORCA input format:
```
! wB97M-V def2-TZVPD RIJCOSX def2/J DEFGRID3
* xyz 0 1
C -1.61457 -0.10709 -0.55931
C -2.34987 -1.30927 -0.47090
C -3.61350 -1.21889 0.15269
C -4.05695 0.01905 0.38188
C -3.41402 1.24161 0.21451
C 4.41431 -0.03783 0.18063
C 3.49790 1.02583 0.14065
H -0.47308 -0.16429 -0.69560
H -1.70332 -2.28740 -0.46336
H -4.23486 -2.12152 0.51302
H -4.97152 -0.03411 1.04848
H -3.91149 2.09442 0.30491
H 5.44614 -0.94401 -1.13926
H 2.99143 0.87175 1.18707
H 4.00204 1.92529 -0.10700
H 2.77338 0.84180 -0.54206
N -2.08076 1.18937 -0.33400
O 4.49479 -0.72174 1.18746
O 4.80397 -0.26297 -0.99982
*
```

=====

[6]
C7H9NO2 in the gas phase. Source: the Open Molecules 2025 dataset; level of theory: the ωB97M-V functional and the def2-TZVPD basis.

Its relative energy (zero: lowest compared OMol25 entry of this formula, charge and spin) is 228.4 kJ/mol. The calculation puts the HOMO energy at -0.3449 Eh. The value obtained for the frontier orbital gap is 10.26 eV. The value obtained for the LUMO energy is 0.9 eV. The SMILES is CC1=N[C@H]2[C@H](C=C[C@@H]2O)O1.

The geometry in ORCA input format:
```
! wB97M-V def2-TZVPD RIJCOSX def2/J DEFGRID3
* xyz 0 1
C 0.53740 -1.78707 0.15956
C -0.79010 -1.88902 0.10016
C 0.56451 1.35884 0.68630
C 1.07481 -0.48896 -0.42096
C -1.54525 -0.80885 -0.78606
C -0.42168 0.27772 -0.95673
C 0.87266 2.46440 1.63790
N -0.50729 1.29913 0.02053
O 1.54458 0.41786 0.50353
O -1.95093 -1.35654 -2.10716
H 1.19277 -2.47481 0.64387
H -1.26779 -2.68908 0.68377
H 1.85865 -0.63489 -1.12050
H -2.50774 -0.42217 -0.46897
H -0.16790 0.60240 -1.92401
H 0.44253 3.40572 1.41553
H 2.00421 2.67206 1.67492
H 0.47542 2.18801 2.64979
H -1.40886 -2.13476 -2.39145
*
```

=====

What max |F| values result from the calculations? In sequence: 4.6; 5.4; 4.2; 1.4; 8.5; 4.3 eV/A.
What E values result from the calculations? In sequence: -401.92305; -401.93758; -401.97732; -401.97342; -477.28320; -477.30490 a.u..